No. 1
Density functional theory data (ωB97M-V with the def2-TZVPD basis set) for an isolated molecule of C6H11N at a distorted geometry.

Structure (XYZ):
```
18
C6H11N, DFT ωB97M-V with the def2-TZVPD basis set
C -2.1706 0.9422 0.3096
C 2.0180 0.1101 0.8228
C -0.9167 0.2440 -0.1310
N 0.0259 -1.9658 -0.7262
C -0.7290 -1.0995 0.0523
C 0.1507 1.0100 -0.6981
C 1.4473 0.7110 -0.4253
H 0.5577 -1.5198 -1.4599
H -0.1442 -2.9574 -0.6566
H -1.3944 -1.6352 0.7258
H -0.0964 1.7617 -1.4443
H 2.2096 1.1253 -1.0823
H -1.9493 1.8735 0.8319
H -2.7977 1.1849 -0.5508
H -2.7498 0.3254 0.9975
H 2.6553 0.8415 1.3273
H 1.2355 -0.1992 1.5107
H 2.6481 -0.7526 0.5966
```

LUMO: 0.0396 hartree
SMILES string: C/C=C\C(C)=C/N
Max |F|: 0.0317 Eh/bohr

Löwdin atomic charge list, values in e, 6 entries: -0.073 -0.112 -0.340 0.063 -0.166 -0.113

***

No. 2
Density functional theory data (ωB97M-V with the def2-TZVPD basis set) for a cluster of 2 separate species, H6N2O in total at a distorted geometry.

Structure (XYZ):
```
9
H6N2O, DFT ωB97M-V with the def2-TZVPD basis set
H -1.8769 -0.5426 0.9255
H -1.9213 -0.7920 -0.7135
H 0.2352 0.4345 -0.0269
H -0.8831 1.3328 0.5296
H 1.9277 -0.8624 -0.5874
H 2.6034 0.4872 -0.1443
N -1.4105 -0.5346 0.0545
N -0.6849 0.6732 -0.1676
O 2.0104 -0.1959 0.1302
```

LUMO: 0.0358 hartree
SMILES string: NN.O
Max |F|: 0.0519 Eh/bohr

Löwdin atomic charge list, values in e, 6 entries: 0.048 0.016 -0.039 0.042 0.075 0.034

***

No. 3
Density functional theory data (ωB97M-V with the def2-TZVPD basis set) for a structure of composition C2H3ClN2O at a distorted geometry.

Structure (XYZ):
```
9
C2H3ClN2O, DFT ωB97M-V with the def2-TZVPD basis set
C -0.9074 0.7129 -0.2266
C 0.0626 -1.0197 -0.1229
N -0.1469 1.6955 -0.1025
N 1.3743 -0.8365 -0.0533
O -0.4960 -2.0820 -0.0594
Cl -2.6071 0.4845 -0.0650
H -0.6274 2.5816 0.0356
H 1.5575 0.0979 0.1947
H 1.7904 -1.6343 0.3994
```

LUMO: 0.0261 hartree
Max |F|: 0.0869 Eh/bohr

Löwdin atomic charge list, values in e, 6 entries: -0.704 -0.442 0.055 0.152 0.051 0.648

***

No. 4
Density functional theory data (ωB97M-V with the def2-TZVPD basis set) for a structure of composition C17H22N5O5ScSe6.

Structure (XYZ):
```
56
C17H22N5O5ScSe6, DFT ωB97M-V with the def2-TZVPD basis set
Sc 1.4072 -0.5581 0.0273
C -0.9033 -1.0819 3.9029
C -0.0072 -0.6493 2.9116
N -0.1067 -1.0426 1.6631
C -1.0909 -1.8991 1.3101
C -2.0143 -2.3941 2.2296
C -1.8951 -1.9573 3.5619
C -3.0295 -3.3160 1.7963
C -3.1055 -3.6908 0.5039
C -2.1792 -3.1776 -0.4673
C -2.2114 -3.5598 -1.8216
C -1.3065 -3.0311 -2.6921
C -0.3523 -2.1203 -2.2140
N -0.2934 -1.7651 -0.9464
C -1.1820 -2.2949 -0.0728
H -0.7816 -0.7283 4.9173
H 0.8198 0.0135 3.1321
H -2.5918 -2.3308 4.3046
H -3.7274 -3.6996 2.5314
H -3.8625 -4.3911 0.1708
H -2.9450 -4.2876 -2.1487
H -1.2813 -3.3136 -3.7346
H 0.3609 -1.6523 -2.8785
O 0.0974 5.9693 0.0309
C 0.6881 5.0530 0.9446
C 0.7310 3.5960 0.4616
C 1.5884 3.5247 -0.8044
O 0.9757 4.2213 -1.9108
C -0.6922 3.1186 0.1760
Se -0.8368 1.2980 -0.5713
C 1.3177 2.7652 1.6295
Se 2.7120 1.4282 1.2541
H 0.3886 5.6900 -0.8523
H 0.1018 5.1164 1.8661
H 1.7173 5.3557 1.1821
H 1.7718 2.4915 -1.0834
H 2.5572 3.9963 -0.6331
H 0.2382 3.6573 -2.1800
H -1.1896 3.7952 -0.5169
H -1.2584 3.1403 1.1091
H 0.4944 2.2278 2.0998
H 1.7495 3.4312 2.3791
Se 3.0385 -0.8048 -2.0444
Se 2.7984 -3.0767 -2.7500
Se 2.9490 -4.6296 -1.0267
Se 0.8231 -5.1618 -0.2383
N -1.0875 1.1415 -4.1499
N 0.2540 0.6393 -4.0120
H -1.2484 1.8341 -3.4177
H -1.6977 0.3729 -3.8909
H 0.5166 0.6157 -3.0264
H 0.8842 1.2928 -4.4592
O 2.4504 -1.8813 3.1642
N 2.9784 -2.3174 2.1485
O 3.9462 -3.0418 2.1440
O 2.5216 -1.9311 0.9909
```

Net charge: -2
LUMO: 0.1518 hartree
Max |F|: 0.0118 Eh/bohr

Löwdin atomic charge list, values in e, 6 entries: 0.292 -0.029 -0.118 0.029 -0.148 -0.136

***

Number 1: DFT total energy -7888.9720 eV. Number 2: DFT total energy -5123.6078 eV. Number 3: DFT total energy -19671.5278 eV. Number 4: DFT total energy -448456.2089 eV.